A 2-piece molecular cluster, C4H8N3O2 overall in a non-equilibrium geometry, computed with ωB97M-V/def2-TZVPD.

```
! wB97M-V def2-TZVPD RIJCOSX def2/J DEFGRID3
* xyz 1 3
C 1.108 -0.437 -0.360
C -1.750 -0.422 -0.553
C -0.027 1.762 0.619
C 0.058 0.501 -0.129
N 2.155 -0.620 0.487
N -1.382 -0.967 -1.679
N 0.049 1.797 -0.816
O 1.168 -1.086 -1.459
O -2.629 -0.184 0.176
H -1.090 1.871 0.978
H 0.725 2.335 1.182
H 1.996 -0.540 1.413
H 2.754 -1.398 0.266
H -0.388 -0.776 -1.865
H -1.987 -1.528 -2.219
H -0.790 2.110 -1.308
H 0.967 2.211 -1.203
*
```

Kohn-Sham gap (alpha / beta): 0.221 / 0.234 hartree
relative energy (zero: lowest compared OMol25 entry of this formula, charge and spin): 2.4618 eV
E_tot: -471.47847 a.u.
LUMO level (alpha / beta): -3.644 / -7.801 eV